Entry 1:
Formula: C35H49N2O5S3SeSi2Ti
Source: OMol25
Level of theory: ωB97M-V with the def2-TZVPD basis set

```
! RIJCOSX wB97M-V def2-TZVPD def2/J DEFGRID3
* xyz 1 1
Ti 0.166 0.201 -0.078
O -1.583 1.467 0.599
S -2.399 2.733 0.507
C -4.104 2.203 0.098
C -4.390 0.740 0.442
C -4.330 -0.144 -0.803
C -4.246 -1.637 -0.478
S -2.527 -2.246 -0.468
O -1.761 -0.995 -0.119
C -2.341 -2.569 -2.221
C -2.448 -1.568 -3.178
C -2.297 -1.892 -4.520
C -2.033 -3.206 -4.894
C -1.920 -4.199 -3.927
C -2.070 -3.880 -2.585
C -2.703 3.218 2.197
C -2.692 2.276 3.216
C -2.947 2.688 4.514
C -3.206 4.028 4.783
C -3.204 4.961 3.756
C -2.944 4.558 2.453
H -4.227 2.399 -0.968
H -4.746 2.898 0.638
H -5.376 0.667 0.906
H -3.661 0.382 1.170
H -3.456 0.161 -1.377
H -5.204 0.040 -1.430
H -4.799 -2.262 -1.177
H -4.628 -1.849 0.524
H -2.630 -0.541 -2.895
H -2.401 -1.115 -5.268
H -1.931 -3.462 -5.941
H -1.711 -5.219 -4.217
H -1.948 -4.638 -1.821
H -2.477 1.241 2.984
H -2.948 1.967 5.321
H -3.401 4.346 5.798
H -3.391 6.005 3.970
H -2.917 5.283 1.648
C 3.389 -0.851 1.398
Si 2.820 0.139 -0.104
C 3.516 -0.595 -1.718
C 3.795 1.744 0.002
C 5.189 1.840 0.086
C 5.807 3.077 0.091
C 5.041 4.241 0.009
C 3.662 4.155 -0.063
C 3.034 2.903 -0.066
Si 1.186 2.629 -0.052
C 0.433 3.510 -1.542
C 0.591 3.524 1.517
H 4.475 -0.981 1.366
H 2.931 -1.833 1.487
H 3.159 -0.275 2.299
H 4.607 -0.533 -1.672
H 3.209 0.027 -2.566
H 3.235 -1.633 -1.885
H 5.801 0.945 0.149
H 6.886 3.147 0.158
H 5.527 5.209 0.009
H 3.076 5.067 -0.115
H 0.613 4.585 -1.440
H -0.642 3.357 -1.653
H 0.907 3.184 -2.470
H 1.369 4.240 1.795
H 0.438 2.856 2.367
H -0.323 4.098 1.362
C -0.062 -0.324 4.427
S -0.678 -0.884 2.854
C -0.157 -2.582 2.895
O 0.299 -0.234 1.879
H 0.999 -0.551 4.509
H -0.633 -0.820 5.213
H -0.232 0.752 4.466
H -0.657 -3.087 3.722
H 0.928 -2.620 2.995
H -0.450 -3.007 1.936
Se 0.753 -2.675 -0.699
C 1.943 -3.909 0.138
C 1.431 -4.961 0.895
C 2.299 -5.868 1.485
N 3.623 -5.808 1.373
C 4.110 -4.816 0.631
C 3.328 -3.860 0.000
H 0.362 -5.095 1.002
H 1.902 -6.688 2.074
H 5.190 -4.776 0.531
H 3.805 -3.082 -0.578
N 1.048 -1.625 -3.817
C 0.724 -0.242 -4.273
C -0.152 0.474 -3.243
O -0.959 1.289 -3.622
O 0.092 0.112 -2.027
H 1.918 -1.970 -4.224
H 0.295 -2.277 -4.057
H 1.158 -1.698 -2.774
H 0.215 -0.290 -5.230
H 1.658 0.306 -4.391
*
```

## Properties
Frontier orbital gap, eV: 7.4
ΔE to the lowest compared entry with this formula, charge and spin, kcal/mol: 0.7
HOMO level, eV: -9.5618

Entry 2:
Formula: C35H50Br4F3N4O9S
Source: OMol25
Level of theory: ωB97M-V with the def2-TZVPD basis set

```
! RIJCOSX wB97M-V def2-TZVPD def2/J DEFGRID3
* xyz -1 1
C -5.764 1.235 6.725
C -6.832 0.620 5.602
C -6.422 -0.934 5.217
C -5.926 -1.141 3.668
C -4.712 -0.148 3.185
C -3.286 -0.978 3.182
C -2.081 0.121 3.164
C -1.163 0.104 1.764
C -1.926 1.086 0.718
C -1.200 1.604 -0.619
C -0.534 0.585 -1.692
C 0.505 -0.553 -1.042
C 1.665 0.059 -0.033
C 2.444 -1.102 0.847
F 2.092 -2.496 0.464
Br 4.447 -0.961 0.471
C 2.304 -0.988 2.465
F 3.463 -1.784 3.027
F 1.093 -1.693 3.034
Br 2.563 0.862 3.223
C 0.630 1.507 -2.479
O 0.196 2.417 -3.503
C 1.279 3.408 -3.747
C -1.524 -0.090 -2.831
C -2.609 -1.195 -2.335
Br -2.837 -2.022 -0.511
C -3.616 -1.799 -3.304
C -4.739 -2.934 -2.792
Br -3.779 -1.420 -5.252
C -0.630 -0.949 -3.971
C -0.324 -2.558 -3.649
C 0.516 -3.267 -4.886
C 0.871 -2.293 -6.140
N 0.545 -0.866 -6.411
C -0.215 -0.162 -5.335
O -2.261 0.884 -3.647
S -3.086 2.063 -2.806
O -4.447 1.415 -2.324
O -3.549 3.141 -3.834
C -2.186 2.778 -1.291
O -3.377 3.099 -0.433
C -3.189 4.329 0.330
N -2.940 5.273 1.213
C -1.461 4.223 -1.533
O -1.852 5.158 -2.450
O -0.231 4.714 -0.817
H -5.236 2.162 6.205
H -4.919 0.450 6.969
H -6.300 1.572 7.717
H -6.904 1.311 4.656
H -7.894 0.602 6.143
H -5.673 -1.384 6.015
H -7.425 -1.572 5.329
H -5.496 -2.250 3.591
H -6.823 -0.975 2.913
H -4.857 0.330 2.121
H -4.589 0.776 3.932
H -3.217 -1.832 2.389
H -3.236 -1.520 4.245
H -2.470 1.215 3.418
H -1.313 -0.145 4.027
H -0.945 -0.982 1.432
H -0.147 0.626 2.111
H -2.061 2.044 1.430
H -3.044 0.706 0.542
H -0.276 2.234 -0.192
H -0.021 -1.417 -0.478
H 1.173 -1.077 -1.884
H 1.333 0.996 0.577
H 2.522 0.462 -0.764
H 1.450 0.787 -2.965
H 1.256 2.176 -1.713
H 0.914 4.090 -4.655
H 2.309 2.918 -4.011
H 1.434 4.135 -2.841
H -5.416 -3.327 -3.659
H -5.384 -2.557 -1.891
H -4.067 -3.862 -2.458
H -0.647 -3.124 -2.682
H 0.866 -4.394 -4.869
H 1.492 -2.830 -7.010
H -0.490 0.980 -5.553
C 6.549 -1.342 4.046
C 7.601 -0.574 4.796
O 8.217 0.359 4.285
N 7.868 -0.936 6.083
C 7.262 -1.993 6.859
H 6.451 -0.935 3.036
H 6.837 -2.394 3.969
H 5.584 -1.247 4.552
H 8.588 -0.372 6.519
H 6.809 -1.544 7.746
H 8.052 -2.681 7.168
H 6.502 -2.538 6.298
C 5.176 0.132 -3.638
C 4.167 -0.086 -4.732
O 2.974 -0.259 -4.494
N 4.608 -0.090 -6.022
C 5.956 0.093 -6.507
H 4.672 0.108 -2.668
H 5.927 -0.662 -3.658
H 5.651 1.110 -3.756
H 3.870 -0.242 -6.699
H 5.961 0.960 -7.173
H 6.235 -0.797 -7.075
H 6.672 0.250 -5.700
*
```

## Properties
Frontier orbital gap, eV: 6.2
HOMO level, eV: -4.9825

Among the records above, which one has the lowest frontier orbital gap? C35H50Br4F3N4O9S

Among the records above, which one has the highest frontier orbital gap? C35H49N2O5S3SeSi2Ti

Please write out number 1 again, unchanged.
Formula: C35H49N2O5S3SeSi2Ti
Source: OMol25
Level of theory: ωB97M-V with the def2-TZVPD basis set

```
! RIJCOSX wB97M-V def2-TZVPD def2/J DEFGRID3
* xyz 1 1
Ti 0.166 0.201 -0.078
O -1.583 1.467 0.599
S -2.399 2.733 0.507
C -4.104 2.203 0.098
C -4.390 0.740 0.442
C -4.330 -0.144 -0.803
C -4.246 -1.637 -0.478
S -2.527 -2.246 -0.468
O -1.761 -0.995 -0.119
C -2.341 -2.569 -2.221
C -2.448 -1.568 -3.178
C -2.297 -1.892 -4.520
C -2.033 -3.206 -4.894
C -1.920 -4.199 -3.927
C -2.070 -3.880 -2.585
C -2.703 3.218 2.197
C -2.692 2.276 3.216
C -2.947 2.688 4.514
C -3.206 4.028 4.783
C -3.204 4.961 3.756
C -2.944 4.558 2.453
H -4.227 2.399 -0.968
H -4.746 2.898 0.638
H -5.376 0.667 0.906
H -3.661 0.382 1.170
H -3.456 0.161 -1.377
H -5.204 0.040 -1.430
H -4.799 -2.262 -1.177
H -4.628 -1.849 0.524
H -2.630 -0.541 -2.895
H -2.401 -1.115 -5.268
H -1.931 -3.462 -5.941
H -1.711 -5.219 -4.217
H -1.948 -4.638 -1.821
H -2.477 1.241 2.984
H -2.948 1.967 5.321
H -3.401 4.346 5.798
H -3.391 6.005 3.970
H -2.917 5.283 1.648
C 3.389 -0.851 1.398
Si 2.820 0.139 -0.104
C 3.516 -0.595 -1.718
C 3.795 1.744 0.002
C 5.189 1.840 0.086
C 5.807 3.077 0.091
C 5.041 4.241 0.009
C 3.662 4.155 -0.063
C 3.034 2.903 -0.066
Si 1.186 2.629 -0.052
C 0.433 3.510 -1.542
C 0.591 3.524 1.517
H 4.475 -0.981 1.366
H 2.931 -1.833 1.487
H 3.159 -0.275 2.299
H 4.607 -0.533 -1.672
H 3.209 0.027 -2.566
H 3.235 -1.633 -1.885
H 5.801 0.945 0.149
H 6.886 3.147 0.158
H 5.527 5.209 0.009
H 3.076 5.067 -0.115
H 0.613 4.585 -1.440
H -0.642 3.357 -1.653
H 0.907 3.184 -2.470
H 1.369 4.240 1.795
H 0.438 2.856 2.367
H -0.323 4.098 1.362
C -0.062 -0.324 4.427
S -0.678 -0.884 2.854
C -0.157 -2.582 2.895
O 0.299 -0.234 1.879
H 0.999 -0.551 4.509
H -0.633 -0.820 5.213
H -0.232 0.752 4.466
H -0.657 -3.087 3.722
H 0.928 -2.620 2.995
H -0.450 -3.007 1.936
Se 0.753 -2.675 -0.699
C 1.943 -3.909 0.138
C 1.431 -4.961 0.895
C 2.299 -5.868 1.485
N 3.623 -5.808 1.373
C 4.110 -4.816 0.631
C 3.328 -3.860 0.000
H 0.362 -5.095 1.002
H 1.902 -6.688 2.074
H 5.190 -4.776 0.531
H 3.805 -3.082 -0.578
N 1.048 -1.625 -3.817
C 0.724 -0.242 -4.273
C -0.152 0.474 -3.243
O -0.959 1.289 -3.622
O 0.092 0.112 -2.027
H 1.918 -1.970 -4.224
H 0.295 -2.277 -4.057
H 1.158 -1.698 -2.774
H 0.215 -0.290 -5.230
H 1.658 0.306 -4.391
*
```

## Properties
Frontier orbital gap, eV: 7.4
ΔE to the lowest compared entry with this formula, charge and spin, kcal/mol: 0.7
HOMO level, eV: -9.5618

The lowest frontier orbital gap belongs to which entry? C35H50Br4F3N4O9S